# 1
A cluster of 9 separate species, C13H44N8O9 in total at a distorted geometry. Source: the OMol25 dataset; level of theory: wB97M-V/def2-TZVPD.

```
! RIJCOSX wB97M-V def2-TZVPD def2/J DEFGRID3
* xyz 0 1
C -1.85 5.69 0.41
C -1.63 4.37 1.13
O -0.34 4.03 1.43
H -1.38 5.74 -0.57
H -1.46 6.49 1.06
H -2.90 5.93 0.30
H -2.09 3.50 0.64
H -2.17 4.42 2.05
H 0.21 3.64 0.77
C -0.85 -1.41 -0.02
C -2.01 -0.64 0.53
O -1.73 0.63 0.79
H -0.03 -1.41 0.75
H -0.41 -0.94 -0.88
H -1.18 -2.45 -0.21
H -2.41 -1.12 1.44
H -2.93 -0.74 -0.16
H -1.80 1.19 0.01
C -1.66 -0.75 -3.41
C -0.15 -0.47 -3.59
O 0.48 -1.72 -3.63
H -2.27 -1.27 -4.18
H -2.21 0.17 -3.47
H -1.94 -1.04 -2.46
H 0.17 0.24 -2.84
H 0.12 -0.11 -4.56
H 0.65 -1.96 -4.53
C 2.85 -2.03 0.15
C 2.67 -1.31 -1.17
O 2.66 0.01 -1.03
H 2.19 -1.60 0.92
H 3.91 -1.86 0.37
H 2.71 -3.11 0.11
H 1.71 -1.69 -1.51
H 3.36 -1.68 -1.91
H 2.43 0.55 -1.79
C -1.14 -4.59 -2.45
O -1.74 -4.46 -3.70
N -1.07 -5.81 -2.02
N -0.18 -3.87 -1.99
H -1.66 -6.58 -2.27
H -0.23 -6.10 -1.37
H -0.16 -2.99 -2.54
H 0.05 -3.78 -1.01
C 2.22 1.51 2.07
O 2.23 2.43 3.21
N 1.09 1.04 1.57
N 3.31 1.17 1.43
H 0.27 1.31 2.19
H 1.04 0.17 1.08
H 4.23 1.33 1.90
H 3.41 0.50 0.62
C -0.72 1.40 4.46
O -1.42 0.35 4.98
N -0.91 1.92 3.25
N 0.40 1.80 5.07
H -1.62 1.48 2.68
H -0.55 2.79 2.83
H 0.74 1.24 5.85
H 1.12 2.24 4.54
C -0.02 2.80 -1.35
O -1.08 1.89 -1.25
N 1.02 2.71 -0.62
N 0.00 3.81 -2.12
H 0.93 2.03 0.12
H 1.88 3.28 -0.67
H -0.98 4.05 -2.58
H 0.60 4.67 -2.01
C -0.62 -4.72 1.57
O 0.49 -4.21 0.88
H -0.19 -5.27 2.33
H -1.17 -5.25 0.80
H -1.26 -3.94 2.01
H 0.99 -3.67 1.55
*
```

SMILES string: NC(N)=O.NC(N)=O.NC(N)=O.NC(N)=O.CCO.CCO.CCO.CCO.CO
Frontier orbital gap (eV): 8.17
Energy (eV): -44539.11109


# 2
A cluster of 7 separate species, C15H40ClN13O13S in total at a distorted geometry. Source: the OMol25 dataset; level of theory: wB97M-V/def2-TZVPD.

```
! RIJCOSX wB97M-V def2-TZVPD def2/J DEFGRID3
* xyz 0 1
C 3.24 1.36 1.55
O 2.66 1.45 0.27
C 1.77 0.38 0.01
C 0.34 0.82 0.37
C -0.22 0.05 1.60
C -1.64 -0.47 1.49
C -1.85 -1.96 1.24
C -0.94 -2.56 0.14
C 0.08 -3.50 0.77
Cl -2.02 -3.59 -0.88
O -2.16 -0.31 2.87
S -3.56 0.44 2.98
O -4.41 -0.36 3.74
O -3.30 1.75 3.42
O -3.90 0.39 1.43
C -2.65 0.35 0.68
O -3.03 -0.17 -0.55
N -2.48 0.60 -1.65
O -1.86 -0.08 -2.33
H 2.49 1.60 2.31
H 3.65 0.37 1.76
H 4.04 2.08 1.68
H 2.07 -0.50 0.57
H 1.86 0.16 -1.05
H -0.32 0.71 -0.48
H 0.40 1.87 0.58
H -0.25 0.76 2.42
H 0.46 -0.72 1.91
H -2.88 -2.12 0.95
H -1.66 -2.49 2.16
H -0.46 -1.83 -0.49
H 0.43 -3.11 1.72
H 0.88 -3.73 0.09
H -0.43 -4.43 0.99
H -2.37 1.40 0.57
C 4.61 4.20 4.07
O 4.41 3.54 3.06
N 3.68 5.08 4.55
N 5.77 4.11 4.78
H 3.81 5.63 5.37
H 2.82 5.16 4.04
H 6.47 3.47 4.45
H 5.96 4.64 5.61
C -6.54 -2.98 -0.03
O -7.50 -3.72 -0.13
N -6.07 -2.54 1.18
N -5.86 -2.51 -1.12
H -5.29 -1.92 1.28
H -6.55 -2.86 2.00
H -6.17 -2.80 -2.02
H -5.06 -1.89 -1.06
C -2.51 -7.21 -2.67
O -1.89 -6.44 -1.98
N -1.96 -7.84 -3.76
N -3.82 -7.52 -2.43
H -2.46 -8.49 -4.34
H -1.00 -7.64 -3.96
H -4.26 -7.08 -1.64
H -4.36 -8.16 -2.98
C -0.32 4.98 4.95
O 0.29 4.92 3.89
N -0.25 6.06 5.78
N -1.12 3.96 5.38
H -0.74 6.13 6.65
H 0.33 6.83 5.49
H -1.20 3.15 4.79
H -1.63 3.98 6.24
C 4.56 -0.39 -3.22
O 4.50 -1.07 -2.21
N 5.32 -0.75 -4.30
N 3.88 0.78 -3.36
H 5.38 -0.20 -5.14
H 5.83 -1.61 -4.24
H 3.32 1.09 -2.59
H 3.93 1.35 -4.20
C 2.85 2.58 -7.04
O 3.68 2.13 -6.26
N 3.11 2.77 -8.36
N 1.59 2.92 -6.64
H 2.45 3.13 -9.02
H 4.03 2.53 -8.68
H 1.36 2.79 -5.67
H 0.89 3.28 -7.25
*
```

SMILES string: COCCC[C@@]1(C[C@@H](C)Cl)OS(=O)(=O)O[C@@H]1ON=O.NC(N)=O.NC(N)=O.NC(N)=O.NC(N)=O.NC(N)=O.NC(N)=O
Frontier orbital gap (eV): 8.26
Energy (eV): -85552.13506


# 3
A structure of composition C21H47BIN3O10 at a distorted geometry. Source: the OMol25 dataset; level of theory: wB97M-V/def2-TZVPD.

```
! RIJCOSX wB97M-V def2-TZVPD def2/J DEFGRID3
* xyz 0 1
C 6.42 0.14 4.81
C 4.98 -0.54 5.11
O 4.69 -1.45 4.02
B 3.29 -1.40 3.66
O 2.29 -2.12 4.42
N 2.77 -0.57 2.50
I 4.04 -0.61 0.88
C 2.59 0.82 3.00
O 3.41 1.68 2.60
O 1.50 1.04 3.86
C 1.73 2.16 4.75
C 1.02 3.53 4.31
C 0.72 3.68 2.74
C -0.65 3.01 2.25
O -1.39 3.70 1.49
O -1.08 1.69 2.55
C -1.83 1.63 3.80
C -1.51 0.17 4.43
H 7.21 -0.34 5.48
H 6.73 -0.06 3.72
H 6.39 1.28 4.96
H 5.09 -1.08 6.13
H 4.16 0.24 5.26
H 1.61 -2.33 3.74
H 1.26 1.86 5.76
H 2.84 2.31 4.96
H 0.09 3.69 4.97
H 1.74 4.38 4.61
H 0.59 4.81 2.55
H 1.56 3.34 2.06
H -2.95 1.64 3.55
H -1.56 2.43 4.56
H -0.97 0.34 5.43
H -2.47 -0.41 4.65
H -0.82 -0.45 3.78
C 2.60 -0.57 -7.13
O 2.81 0.53 -6.27
C 1.65 1.35 -6.09
C 1.13 1.24 -4.66
N 0.54 -0.08 -4.42
C 0.25 -0.34 -3.00
C 1.43 -0.41 -2.03
O 2.30 -1.52 -2.25
C 3.31 -1.30 -3.22
H 3.56 -1.06 -7.31
H 1.93 -1.31 -6.67
H 2.19 -0.25 -8.09
H 0.87 1.11 -6.83
H 1.97 2.38 -6.27
H 0.36 2.00 -4.50
H 1.97 1.43 -3.99
H 1.19 -0.80 -4.74
H -0.27 -1.30 -2.97
H -0.47 0.41 -2.65
H 1.02 -0.55 -1.03
H 2.00 0.53 -2.00
H 3.64 -0.26 -3.26
H 2.96 -1.62 -4.21
H 4.17 -1.92 -2.97
C -2.92 0.16 0.49
O -3.13 -1.25 0.46
C -4.43 -1.63 0.92
C -5.26 -2.20 -0.24
N -5.64 -1.15 -1.18
C -6.23 -1.66 -2.43
C -5.33 -2.51 -3.34
O -4.26 -1.79 -3.93
C -3.09 -1.71 -3.13
H -1.87 0.35 0.27
H -3.53 0.66 -0.27
H -3.14 0.57 1.48
H -4.95 -0.81 1.42
H -4.28 -2.42 1.66
H -6.17 -2.66 0.17
H -4.67 -2.98 -0.72
H -4.81 -0.61 -1.42
H -6.55 -0.78 -3.00
H -7.13 -2.23 -2.18
H -5.95 -2.84 -4.18
H -4.97 -3.42 -2.85
H -2.95 -2.59 -2.49
H -3.11 -0.80 -2.52
H -2.23 -1.63 -3.80
*
```

Frontier orbital gap (eV): 8.12
Energy (eV): -56257.95298


Please write out number 3 again, unchanged.
A structure of composition C21H47BIN3O10 at a distorted geometry. Source: the OMol25 dataset; level of theory: wB97M-V/def2-TZVPD.

```
! RIJCOSX wB97M-V def2-TZVPD def2/J DEFGRID3
* xyz 0 1
C 6.42 0.14 4.81
C 4.98 -0.54 5.11
O 4.69 -1.45 4.02
B 3.29 -1.40 3.66
O 2.29 -2.12 4.42
N 2.77 -0.57 2.50
I 4.04 -0.61 0.88
C 2.59 0.82 3.00
O 3.41 1.68 2.60
O 1.50 1.04 3.86
C 1.73 2.16 4.75
C 1.02 3.53 4.31
C 0.72 3.68 2.74
C -0.65 3.01 2.25
O -1.39 3.70 1.49
O -1.08 1.69 2.55
C -1.83 1.63 3.80
C -1.51 0.17 4.43
H 7.21 -0.34 5.48
H 6.73 -0.06 3.72
H 6.39 1.28 4.96
H 5.09 -1.08 6.13
H 4.16 0.24 5.26
H 1.61 -2.33 3.74
H 1.26 1.86 5.76
H 2.84 2.31 4.96
H 0.09 3.69 4.97
H 1.74 4.38 4.61
H 0.59 4.81 2.55
H 1.56 3.34 2.06
H -2.95 1.64 3.55
H -1.56 2.43 4.56
H -0.97 0.34 5.43
H -2.47 -0.41 4.65
H -0.82 -0.45 3.78
C 2.60 -0.57 -7.13
O 2.81 0.53 -6.27
C 1.65 1.35 -6.09
C 1.13 1.24 -4.66
N 0.54 -0.08 -4.42
C 0.25 -0.34 -3.00
C 1.43 -0.41 -2.03
O 2.30 -1.52 -2.25
C 3.31 -1.30 -3.22
H 3.56 -1.06 -7.31
H 1.93 -1.31 -6.67
H 2.19 -0.25 -8.09
H 0.87 1.11 -6.83
H 1.97 2.38 -6.27
H 0.36 2.00 -4.50
H 1.97 1.43 -3.99
H 1.19 -0.80 -4.74
H -0.27 -1.30 -2.97
H -0.47 0.41 -2.65
H 1.02 -0.55 -1.03
H 2.00 0.53 -2.00
H 3.64 -0.26 -3.26
H 2.96 -1.62 -4.21
H 4.17 -1.92 -2.97
C -2.92 0.16 0.49
O -3.13 -1.25 0.46
C -4.43 -1.63 0.92
C -5.26 -2.20 -0.24
N -5.64 -1.15 -1.18
C -6.23 -1.66 -2.43
C -5.33 -2.51 -3.34
O -4.26 -1.79 -3.93
C -3.09 -1.71 -3.13
H -1.87 0.35 0.27
H -3.53 0.66 -0.27
H -3.14 0.57 1.48
H -4.95 -0.81 1.42
H -4.28 -2.42 1.66
H -6.17 -2.66 0.17
H -4.67 -2.98 -0.72
H -4.81 -0.61 -1.42
H -6.55 -0.78 -3.00
H -7.13 -2.23 -2.18
H -5.95 -2.84 -4.18
H -4.97 -3.42 -2.85
H -2.95 -2.59 -2.49
H -3.11 -0.80 -2.52
H -2.23 -1.63 -3.80
*
```

Frontier orbital gap (eV): 8.12
Energy (eV): -56257.95298